(1)
C29H28F3N3O4 | wB97M-V/def2-TZVPD

Properties
- 2S+1: 1
- Lowest unoccupied orbital energy: -2.668 eV
- Molar mass: 539.6 g/mol
- Kohn-Sham gap: 3.533 eV
- DFT total energy: -51336.002 eV
- ΔE to the lowest compared entry with this formula, charge and spin: 0.037 eV
- Highest occupied orbital energy: -6.20 eV

```
67
Properties=species:S:1:pos:R:3:forces:R:3:mulliken_charge:R:1
F 8.50435 0.70120 -1.10994 -0.052 0.583 -0.415 -0.281
C 7.97004 1.79143 -1.73641 -0.599 -0.010 -0.047 0.829
F 8.47591 2.89551 -1.11189 -0.038 -0.571 -0.410 -0.280
F 8.47246 1.79618 -3.01336 0.134 0.005 0.747 -0.262
C 6.46579 1.77100 -1.73384 1.099 0.006 0.148 0.296
C 5.75578 2.97121 -1.75603 -0.105 -0.193 -0.026 -0.583
C 4.38200 2.96160 -1.79173 -0.677 -0.426 0.141 -0.456
C 3.60810 1.72129 -1.79900 1.460 -0.007 0.169 -0.032
O 2.35271 1.69470 -1.76497 -0.750 -0.145 0.331 -0.799
C 4.42441 0.50981 -1.80126 -0.609 0.477 0.125 -0.346
C 5.79759 0.54815 -1.76223 -0.133 0.135 -0.034 -0.456
H 6.29002 3.91690 -1.74352 -0.026 -0.106 0.009 0.371
H 3.83489 3.90254 -1.78900 -0.021 -0.179 -0.054 0.442
H 3.91036 -0.44945 -1.81208 -0.026 0.136 -0.052 0.370
H 6.36229 -0.37928 -1.75529 -0.009 0.103 0.014 0.358
C -5.37069 -1.11745 1.61063 -0.143 0.308 0.235 -0.954
N -4.06108 -1.35163 1.04539 0.137 -0.525 -0.347 0.286
C -3.78773 -2.47263 0.31546 -0.951 -0.713 0.144 0.329
O -4.58436 -3.37716 0.08331 1.205 1.134 0.148 -0.698
C -2.33106 -2.38005 -0.14158 -0.216 -0.764 0.258 -0.076
C -2.21459 -2.33862 -1.66681 0.031 0.301 -0.300 -0.676
C -2.73846 -3.59218 -2.33788 -0.016 -0.087 -0.019 0.521
C -3.81574 -3.51480 -3.22614 0.113 -0.198 0.242 -0.313
C -4.33894 -4.67475 -3.80075 0.271 -0.068 0.142 -0.623
C -3.77019 -5.91918 -3.49638 0.084 0.289 0.103 -0.397
C -2.67687 -5.99590 -2.62376 -0.011 0.291 -0.013 -0.737
C -2.15680 -4.82988 -2.05132 -0.357 -0.058 -0.251 -0.217
N -1.87217 -1.15365 0.52143 1.977 0.438 -0.314 0.598
C -0.59512 -0.73651 0.45029 -1.174 -0.685 -0.086 0.406
C -0.12279 0.42011 1.06418 0.484 1.111 0.620 1.115
C 1.18515 0.87615 1.08233 -0.474 -0.662 -0.698 -0.850
C 1.59278 2.08941 1.74962 0.445 1.432 0.851 1.186
C 0.67024 2.90265 2.46019 0.311 0.231 0.052 -0.482
C 1.08633 4.08745 3.08946 1.028 -1.457 -1.141 -0.329
N 0.11663 4.87536 3.77954 -2.258 2.012 1.713 0.987
O 0.49224 5.93599 4.32802 -0.585 -2.153 -1.143 -0.610
O -1.07362 4.48115 3.81157 2.298 0.570 -0.162 -0.595
C 2.42485 4.50973 3.04156 -0.386 -0.375 -0.162 -0.459
C 3.34796 3.72068 2.35066 -0.241 0.000 0.112 -0.750
C 2.95033 2.53682 1.72743 -0.559 -0.419 -0.227 -0.553
C -2.93066 -0.46056 1.27679 -0.738 0.337 0.220 0.130
C -3.25564 0.91682 0.67643 0.062 -0.056 -0.173 -1.550
C -2.62775 -0.41790 2.78222 0.111 -0.203 -0.049 -1.524
H -6.03385 -1.92440 1.29280 0.205 0.109 0.014 0.396
H -5.32645 -1.09559 2.70687 -0.059 -0.078 -0.210 0.299
H -5.77314 -0.15758 1.26389 0.016 -0.225 0.035 0.299
H -1.77928 -3.25540 0.25291 -0.251 0.407 -0.109 0.308
H -2.78192 -1.46546 -2.02574 0.247 -0.185 0.027 0.357
H -1.15452 -2.18217 -1.92041 -0.263 0.017 -0.032 0.445
H -4.25134 -2.53450 -3.43327 0.046 -0.338 -0.018 0.312
H -5.19095 -4.60085 -4.47931 0.280 -0.090 0.199 0.362
H -4.17837 -6.82712 -3.94128 0.117 0.245 0.135 0.370
H -2.22373 -6.95891 -2.38187 -0.177 0.262 -0.126 0.369
H -1.30525 -4.86767 -1.36766 -0.209 -0.155 -0.212 0.349
H 0.08079 -1.37340 -0.12858 -0.204 0.187 0.155 0.524
H -0.85172 1.03623 1.58695 0.386 -0.315 -0.297 -1.392
H 1.95374 0.30410 0.55854 -0.069 0.224 0.040 0.299
H -0.38180 2.63764 2.54010 0.293 0.172 0.010 0.608
H 2.69518 5.43507 3.54269 0.037 -0.215 -0.150 0.490
H 4.38849 4.04308 2.30554 -0.304 -0.182 -0.058 0.416
H 3.67568 1.92510 1.18907 -0.083 0.243 0.051 0.406
H -3.56413 0.78391 -0.37105 0.054 0.089 0.321 0.329
H -4.07529 1.37841 1.24107 0.239 -0.090 -0.160 0.485
H -2.39451 1.58793 0.69378 -0.297 -0.022 -0.008 0.410
H -2.49968 -1.44958 3.13913 -0.076 0.295 0.005 0.360
H -1.71310 0.13510 3.00242 -0.269 -0.075 0.099 0.407
H -3.46377 0.05386 3.31209 0.246 -0.119 -0.114 0.455
```
Positions in Å, forces in eV/Å.


(2)
C4H10ClN | wB97M-V/def2-TZVPD

Properties
- 2S+1: 1
- Lowest unoccupied orbital energy: 0.997 eV
- Molar mass: 107.6 g/mol
- Kohn-Sham gap: 10.711 eV
- DFT total energy: -18322.481 eV
- ΔE to the lowest compared entry with this formula, charge and spin: 0.562 eV
- Highest occupied orbital energy: -9.71 eV
- Structure (SMILES): NCCCCCl

```
16
Properties=species:S:1:pos:R:3:forces:R:3:mulliken_charge:R:1
N -2.49422 -0.47311 -0.33513 0.505 0.606 0.210 -0.663
C -1.16566 -0.37605 0.33690 0.038 -0.053 -0.168 -0.458
C -0.26683 0.73862 -0.28669 -1.512 0.387 0.733 -0.637
C 1.20214 0.80838 0.18973 -1.075 1.474 0.364 -0.390
C 1.91291 -0.42113 -0.18844 1.041 -0.480 0.570 -0.589
Cl 3.69185 -0.28983 -0.06745 0.160 0.196 -0.209 -0.225
H -2.81605 -1.40230 -0.19364 -0.245 -1.031 -0.202 0.233
H -3.20925 0.06175 0.16116 0.513 0.282 -0.152 0.236
H -0.64679 -1.34396 0.25292 -0.256 0.184 -0.318 0.336
H -1.34335 -0.28875 1.41100 0.470 0.537 0.166 0.310
H -0.81945 1.71521 -0.14054 0.817 -0.832 0.039 0.267
H -0.30173 0.58787 -1.36902 0.144 -0.107 0.002 0.303
H 1.61468 1.72620 -0.29573 0.098 -0.850 0.403 0.302
H 1.30459 0.91047 1.27119 -0.277 0.434 0.054 0.289
H 1.62012 -0.66380 -1.15617 0.085 -0.579 -2.024 0.401
H 1.71705 -1.28958 0.40990 -0.506 -0.170 0.533 0.284
```
Positions in Å, forces in eV/Å.